Record 1
{
  "formula": "C4H9NO2",
  "method": "ωB97M-V/def2-TZVPD",
  "smiles": "CN(O)[C@]1(C)CO1",
  "orbital_gap_ev": 10.23,
  "e_above_lowest_kcal_mol": 138.7,
  "total_energy_ev": -9874.0482,
  "e_lumo_ev": 0.95,
  "species": ["C", "N", "O", "C", "C", "C", "O", "H", "H", "H", "H", "H", "H", "H", "H", "H"],
  "coordinates": [[-0.7591, 1.6953, -0.4848], [0.4278, 0.4632, -0.8542], [-0.1010, -0.2254, -2.0005], [0.3079, -0.4097, 0.2940], [1.5206, -0.8521, 1.0742], [-1.0140, -0.9978, 0.4352], [-0.6705, 0.1770, 1.1521], [-1.6158, 1.8185, 0.2417], [-0.0793, 2.5093, -0.2745], [-1.1764, 1.6120, -1.4649], [0.5863, -0.2167, -2.6839], [2.0713, -1.6698, 0.6046], [1.1795, -1.1785, 2.0637], [2.1966, -0.0012, 1.2053], [-1.6784, -0.9139, -0.4284], [-1.1953, -1.8103, 1.1204]],
  "mulliken_charge": [-0.750, -0.358, -0.419, 1.071, -1.191, -0.619, -0.500, 0.243, 0.328, 0.382, 0.321, 0.291, 0.344, 0.288, 0.235, 0.335]
}

=====

Record 2
{
  "formula": "C4H9NO2",
  "method": "ωB97M-V/def2-TZVPD",
  "smiles": "CNCC(=O)OC",
  "orbital_gap_ev": 9.32,
  "e_above_lowest_kcal_mol": 46.5,
  "total_energy_ev": -9878.0422,
  "e_lumo_ev": 0.92,
  "species": ["C", "N", "C", "C", "O", "O", "C", "H", "H", "H", "H", "H", "H", "H", "H", "H"],
  "coordinates": [[0.2154, -2.5252, 1.1365], [0.8767, -1.3313, 0.7274], [0.2242, -0.0616, 1.0483], [0.1024, 0.8009, -0.2006], [0.7481, 0.5546, -1.1954], [-0.7481, 1.8379, -0.1309], [-0.7473, 2.6730, -1.3031], [-0.0107, -2.4713, 2.2114], [0.8946, -3.3696, 0.9930], [-0.7252, -2.6938, 0.5962], [1.2321, -1.2696, -0.2130], [1.0808, 0.1347, 1.6890], [-0.7379, -0.1297, 1.5863], [-1.3820, 3.5297, -1.0737], [-1.1409, 2.1347, -2.1700], [0.2691, 3.0021, -1.5320]],
  "mulliken_charge": [-0.884, -0.316, -0.560, 0.757, -0.602, -0.325, -0.614, 0.298, 0.318, 0.309, 0.232, 0.257, 0.334, 0.228, 0.281, 0.288]
}

=====

Record 3
{
  "formula": "C4H9NO2",
  "method": "ωB97M-V/def2-TZVPD",
  "smiles": "[H]/N=C/OCCOC",
  "orbital_gap_ev": 10.99,
  "e_above_lowest_kcal_mol": 50.1,
  "total_energy_ev": -9877.8892,
  "e_lumo_ev": 1.04,
  "species": ["H", "N", "C", "O", "C", "C", "O", "C", "H", "H", "H", "H", "H", "H", "H", "H"],
  "coordinates": [[-1.5692, 3.2255, 0.6051], [-1.4868, 2.2187, 0.4909], [-0.9139, 1.7199, 1.5006], [-0.6517, 0.4153, 1.6652], [-1.0439, -0.4982, 0.6351], [0.1735, -1.0946, -0.0388], [0.6344, -0.2225, -1.0370], [1.7395, -0.7479, -1.7235], [-0.5637, 2.2571, 2.3873], [-1.6153, -1.2870, 1.1347], [-1.6708, 0.0091, -0.1012], [0.9567, -1.2805, 0.7152], [-0.1000, -2.0697, -0.4790], [2.6166, -0.8519, -1.0648], [1.5140, -1.7370, -2.1558], [1.9806, -0.0562, -2.5340]],
  "mulliken_charge": [0.240, -0.626, 0.153, -0.348, -0.547, -0.450, -0.287, -0.707, 0.361, 0.329, 0.368, 0.330, 0.368, 0.292, 0.289, 0.236]
}

=====

Record 4
{
  "formula": "C4H9NO2",
  "method": "ωB97M-V/def2-TZVPD",
  "smiles": "C=NOC1CC1.O",
  "orbital_gap_ev": 10.17,
  "e_above_lowest_kcal_mol": 103.4,
  "total_energy_ev": -9875.5757,
  "e_lumo_ev": 0.88,
  "species": ["C", "N", "O", "C", "C", "C", "H", "H", "H", "H", "H", "H", "H", "O", "H", "H"],
  "coordinates": [[3.0245, -1.0811, -0.0759], [2.2186, -0.2246, 0.4144], [1.0402, -0.0884, -0.3667], [0.3110, 1.0372, 0.0031], [-0.9135, 0.8292, 0.7897], [-0.9821, 1.2086, -0.6796], [2.7899, -1.3913, -1.1179], [3.9184, -1.3581, 0.4678], [0.9299, 1.9199, 0.2330], [-1.1932, -0.1964, 1.0655], [-1.2307, 1.6529, 1.4220], [-1.2531, 2.2532, -0.8841], [-1.2021, 0.4619, -1.4094], [-3.4704, -1.3344, -0.1142], [-3.5054, -0.5036, 0.4036], [-3.9809, -1.8482, 0.5415]],
  "mulliken_charge": [-0.306, -0.525, -0.099, 0.063, -0.606, -0.499, 0.279, 0.304, 0.394, 0.305, 0.222, 0.237, 0.229, -0.623, 0.310, 0.312]
}

=====

Record 5
{
  "formula": "C4H9NO2",
  "method": "ωB97M-V/def2-TZVPD",
  "smiles": "c1cc[nH]c1.O.O",
  "orbital_gap_ev": 9.00,
  "e_above_lowest_kcal_mol": 35.2,
  "total_energy_ev": -9878.5361,
  "e_lumo_ev": 0.81,
  "species": ["C", "C", "C", "N", "C", "H", "H", "H", "H", "H", "O", "H", "H", "O", "H", "H"],
  "coordinates": [[0.4328, 1.2981, 0.2727], [-0.5043, 2.3870, 0.2767], [-1.6693, 1.9126, -0.2317], [-1.5050, 0.5823, -0.5821], [-0.1980, 0.2048, -0.2730], [1.4326, 1.3601, 0.6937], [-0.3910, 3.3915, 0.5965], [-2.6334, 2.3679, -0.3322], [-2.1502, -0.0070, -1.0725], [0.0972, -0.8224, -0.5278], [0.2075, -1.9020, 2.6231], [1.0476, -1.4520, 2.4938], [-0.0392, -1.7337, 3.5356], [1.8249, -2.7092, -2.1669], [1.3142, -2.4016, -2.9230], [2.7336, -2.4765, -2.3829]],
  "mulliken_charge": [-0.502, -0.386, -0.416, -0.003, -0.460, 0.386, 0.411, 0.376, 0.197, 0.400, -0.625, 0.316, 0.306, -0.631, 0.316, 0.316]
}

=====

Record 6
{
  "formula": "C4H9NO2",
  "method": "ωB97M-V/def2-TZVPD",
  "smiles": "C/N=C/CO.C=O",
  "orbital_gap_ev": 10.80,
  "e_above_lowest_kcal_mol": 61.7,
  "total_energy_ev": -9877.3866,
  "e_lumo_ev": 0.88,
  "species": ["C", "N", "C", "C", "O", "H", "H", "H", "H", "H", "H", "H", "C", "O", "H", "H"],
  "coordinates": [[-0.5145, 0.9456, 2.0947], [0.2514, 0.7623, 0.8812], [0.6413, -0.3980, 0.5647], [1.4606, -0.5570, -0.6899], [1.5087, 0.6430, -1.4165], [0.0060, 1.6637, 2.7370], [-1.4888, 1.3783, 1.8451], [-0.6749, 0.0136, 2.6568], [0.4273, -1.2955, 1.1600], [2.4720, -0.8948, -0.4088], [1.0179, -1.3488, -1.3075], [1.1885, 1.3199, -0.7906], [-1.5730, -0.5470, -1.8368], [-1.6021, -1.4340, -1.0167], [-2.3642, -0.4488, -2.6055], [-0.7561, 0.1976, -1.8674]],
  "mulliken_charge": [-0.745, -0.342, 0.107, -0.637, -0.580, 0.267, 0.256, 0.290, 0.319, 0.346, 0.269, 0.412, -0.040, -0.395, 0.277, 0.196]
}